Record 1
{
  "formula": "C4H6O2",
  "method": "wB97M-V/def2-TZVPD",
  "elements": ["C", "C", "O", "C", "C", "O", "H", "H", "H", "H", "H", "H"],
  "positions_angstrom": [[1.5783, 0.3500, -0.5926], [0.2495, 0.4581, 0.0876], [-0.5861, 1.3901, -0.4227], [-0.1620, -0.3501, 1.0816], [-2.1825, -0.6942, -0.2874], [-2.5937, -1.7468, -0.1904], [1.4618, 0.2889, -1.6785], [2.1235, -0.5235, -0.2265], [2.1791, 1.2412, -0.3772], [0.3854, -1.2414, 1.3551], [-1.0017, -0.0726, 1.7114], [-1.4517, 0.9004, -0.4604]],
  "forces_ev_per_a": [[0.0, 0.0, 0.0], [0.2, -0.4, 0.2], [-0.1, 0.0, 0.0], [0.4, 0.3, 0.3], [-1.3, -1.5, -0.3], [0.3, 0.8, -0.1], [0.0, 0.0, 0.1], [-0.1, 0.1, -0.1], [-0.1, -0.1, 0.0], [0.2, 0.2, 0.1], [0.0, -0.1, -0.2], [0.4, 0.8, 0.0]],
  "spin_multiplicity": 1,
  "de_lowest_kcal_mol": 38.0,
  "largest_force_ev_per_a": 2.0,
  "e_tot_ha": -306.445744,
  "total_charge": 0
}


Record 2
{
  "formula": "C4H6O2",
  "method": "wB97M-V/def2-TZVPD",
  "elements": ["O", "C", "C", "C", "O", "C", "H", "H", "H", "H", "H", "H"],
  "positions_angstrom": [[1.6860, -0.1295, -0.6307], [0.5137, -0.6186, -0.1375], [0.0736, -0.6436, 1.2657], [-0.5420, 0.5258, 0.5606], [-0.5720, 1.5015, -1.5292], [-1.0401, 0.6216, -0.8059], [1.4457, 0.6216, -1.2139], [0.0835, -1.4462, -0.7308], [-0.5629, -1.4624, 1.5765], [0.8713, -0.3464, 1.9433], [-0.2252, 1.5280, 0.8722], [-1.7315, -0.1518, -1.1703]],
  "forces_ev_per_a": [[0.1, 0.2, 0.3], [0.0, 0.0, 0.1], [-0.1, -0.2, 0.2], [0.4, 0.2, -0.5], [-0.7, -0.1, 0.1], [-0.2, -0.2, -0.2], [0.0, -0.2, 0.1], [-0.2, 0.9, 0.1], [0.3, -0.2, 0.1], [-0.5, 0.1, 0.3], [0.9, -0.6, -0.4], [-0.1, 0.1, -0.2]],
  "smiles": "O=C[C@H]1C[C@@H]1O",
  "spin_multiplicity": 1,
  "de_lowest_kcal_mol": 75.4,
  "largest_force_ev_per_a": 1.1,
  "e_tot_ha": -306.386139,
  "total_charge": 0
}


Record 3
{
  "formula": "C4H6O2",
  "method": "wB97M-V/def2-TZVPD",
  "elements": ["C", "C", "C", "C", "H", "H", "H", "H", "H", "H", "O", "O"],
  "positions_angstrom": [[-0.1433, 1.0267, -1.0522], [-0.6669, -0.4088, -0.8053], [0.0150, -0.8700, 0.5241], [0.6551, 0.4740, 1.0403], [-0.2455, -1.0216, -1.6480], [-1.7823, -0.4883, -0.8830], [0.7732, -1.6856, 0.3688], [-0.7810, -1.4228, 1.1100], [1.7038, 0.2833, 1.5307], [0.0518, 0.9735, 1.8586], [-0.2848, 1.7704, -1.9960], [0.7049, 1.3693, -0.0479]],
  "forces_ev_per_a": [[0.2, 0.3, -0.9], [0.7, -0.4, -0.9], [-0.9, -0.6, -0.4], [0.4, -1.1, 2.6], [-0.6, 0.7, 0.5], [1.1, 0.2, 0.3], [-0.4, 1.1, -0.2], [1.0, 1.3, 0.1], [-1.8, 0.5, -1.4], [0.5, -0.7, -0.9], [-0.3, -1.2, 1.1], [0.1, -0.1, -0.1]],
  "smiles": "O=C1CCCO1",
  "spin_multiplicity": 1,
  "de_lowest_kcal_mol": 12.9,
  "largest_force_ev_per_a": 2.8,
  "e_tot_ha": -306.485731,
  "total_charge": 0
}


Record 4
{
  "formula": "C4H6O2",
  "method": "wB97M-V/def2-TZVPD",
  "elements": ["C", "C", "C", "C", "O", "O", "H", "H", "H", "H", "H", "H"],
  "positions_angstrom": [[-1.6081, -0.0720, 0.2659], [-0.2386, -0.2049, -0.3548], [0.9193, 0.7679, -0.0446], [1.6994, -0.5295, 0.0562], [2.8289, -0.8955, -0.0559], [0.5767, -1.3062, 0.1668], [-1.5781, 0.0774, 1.3480], [-2.2038, -0.9698, 0.0744], [-2.1286, 0.7697, -0.2056], [-0.3401, -0.3840, -1.4293], [1.2761, 1.5119, -0.7588], [0.7969, 1.2350, 0.9378]],
  "forces_ev_per_a": [[0.0, 0.0, 0.1], [-0.3, 0.2, -0.1], [0.0, 0.1, 0.0], [0.6, -0.1, 0.0], [-0.6, 0.2, 0.3], [0.0, -0.2, -0.2], [0.1, 0.1, -0.1], [0.1, 0.1, 0.0], [0.1, -0.1, 0.1], [0.0, 0.2, 0.0], [-0.2, -0.2, 0.0], [0.0, -0.1, -0.1]],
  "spin_multiplicity": 1,
  "de_lowest_kcal_mol": 15.3,
  "largest_force_ev_per_a": 0.7,
  "e_tot_ha": -306.481837,
  "total_charge": 0
}


Record 5
{
  "formula": "C4H6O2",
  "method": "wB97M-V/def2-TZVPD",
  "elements": ["O", "C", "C", "C", "C", "O", "H", "H", "H", "H", "H", "H"],
  "positions_angstrom": [[-0.1249, -0.9053, 1.7795], [-0.3329, -1.3134, 0.6350], [-0.3501, -0.4728, -0.6524], [-0.4201, 1.0065, -0.2722], [1.0593, 0.7298, -0.0415], [0.9762, -0.2784, -1.1460], [-0.6705, -2.3441, 0.5716], [-1.0309, -0.9311, -1.3835], [-0.9879, 1.3167, 0.6066], [-0.6735, 1.5765, -1.1655], [0.7115, 0.1533, 1.3657], [1.8438, 1.4622, -0.2973]],
  "forces_ev_per_a": [[-0.1, -0.7, -1.0], [-1.1, -0.2, 0.8], [-0.5, 0.0, 0.3], [-0.4, 0.2, -0.1], [-0.1, 0.3, 1.7], [0.5, -0.8, 1.5], [0.1, -0.5, -0.3], [0.2, 0.1, 0.2], [-0.2, -0.1, -0.2], [0.1, 0.2, 0.0], [2.1, 1.7, -3.4], [-0.4, -0.3, 0.5]],
  "spin_multiplicity": 1,
  "de_lowest_kcal_mol": 117.8,
  "largest_force_ev_per_a": 4.4,
  "e_tot_ha": -306.318630,
  "total_charge": 0
}


Record 6
{
  "formula": "C4H6O2",
  "method": "wB97M-V/def2-TZVPD",
  "elements": ["C", "C", "C", "C", "O", "O", "H", "H", "H", "H", "H", "H"],
  "positions_angstrom": [[0.9375, 0.7533, -1.0966], [-0.2382, 0.3593, -0.2328], [-0.3032, -1.0793, 0.2662], [-1.1004, -0.7913, 1.3864], [-1.8162, -0.9787, 2.2820], [-0.1406, 0.8039, 1.1373], [1.8772, 0.3822, -0.6759], [0.9967, 1.8428, -1.1684], [0.8316, 0.3531, -2.1111], [-1.1760, 0.7199, -0.6689], [-0.3712, -2.0251, -0.2608], [0.5027, -0.3401, 1.1425]],
  "forces_ev_per_a": [[0.0, 0.0, 0.0], [0.0, 0.0, -0.3], [-0.2, -0.3, -0.3], [-0.5, -0.5, 0.8], [0.7, 0.3, -0.8], [0.1, 0.2, 0.2], [-0.1, 0.0, 0.0], [0.0, -0.1, 0.0], [0.0, 0.0, 0.2], [0.1, 0.0, 0.1], [0.0, 0.0, 0.0], [0.0, 0.3, 0.2]],
  "spin_multiplicity": 1,
  "de_lowest_kcal_mol": 94.0,
  "largest_force_ev_per_a": 1.1,
  "e_tot_ha": -306.356487,
  "total_charge": 0
}


Record 7
{
  "formula": "C4H6O2",
  "method": "wB97M-V/def2-TZVPD",
  "elements": ["O", "C", "C", "C", "O", "C", "H", "H", "H", "H", "H", "H"],
  "positions_angstrom": [[-0.5569, 1.0300, -1.6578], [0.1591, 1.1975, -0.5514], [-0.4916, 0.0922, 0.5885], [-0.2388, -1.3395, 0.0700], [1.0782, -1.0575, -0.4229], [1.0276, 0.2385, 0.0896], [-1.1260, 0.5470, -0.5744], [0.2031, 2.1821, -0.0573], [-0.7873, 0.3268, 1.6060], [-0.1985, -2.0740, 0.8807], [-0.9001, -1.6897, -0.7285], [1.8313, 0.5467, 0.7574]],
  "forces_ev_per_a": [[0.0, 0.0, -0.1], [0.2, 0.2, 0.2], [-0.2, -0.1, 0.3], [-0.3, -0.2, 0.0], [0.1, 0.0, 0.0], [0.3, 0.2, 0.0], [-0.1, -0.1, 0.0], [0.0, -0.1, -0.1], [0.1, 0.0, -0.2], [0.0, 0.1, -0.1], [0.1, 0.0, 0.1], [-0.1, 0.0, -0.1]],
  "spin_multiplicity": 1,
  "de_lowest_kcal_mol": 133.1,
  "largest_force_ev_per_a": 0.4,
  "e_tot_ha": -306.294186,
  "total_charge": 0
}


Record 8
{
  "formula": "C4H6O2",
  "method": "wB97M-V/def2-TZVPD",
  "elements": ["C", "C", "C", "O", "C", "O", "H", "H", "H", "H", "H", "H"],
  "positions_angstrom": [[-0.0728, -0.1740, -1.2929], [-0.6266, -0.0489, 0.1012], [0.0861, -1.0810, 0.8964], [0.7023, -0.6611, 1.8542], [0.0282, 1.2134, 0.7182], [0.6644, 1.9749, 0.0230], [-0.8478, -0.2557, -2.0787], [0.8082, 0.7497, -1.2139], [0.5391, -1.0581, -1.4729], [-1.7198, -0.0209, 0.1934], [0.3900, -2.0969, 0.6207], [-0.1859, 1.4700, 1.7561]],
  "forces_ev_per_a": [[2.0, 1.5, -0.8], [0.5, -0.3, -0.3], [1.3, 0.2, 1.6], [0.3, -0.6, 0.7], [-1.0, 1.7, -0.7], [0.1, -0.2, 1.1], [0.6, 1.0, 0.2], [-2.9, -2.3, -1.7], [-0.1, -0.3, 0.4], [0.3, -0.1, 0.0], [-1.0, -0.3, -0.7], [-0.1, -0.1, 0.1]],
  "smiles": "CC(C=O)C=O",
  "spin_multiplicity": 1,
  "de_lowest_kcal_mol": 61.4,
  "largest_force_ev_per_a": 4.1,
  "e_tot_ha": -306.408440,
  "total_charge": 0
}